1.
Below is a gas-phase ion, C3H6ClN3 (charge +2), with properties calculated with ωB97M-V with the def2-TZVPD basis set.

The geometry in XYZ format:
```
13
Properties=species:S:1:pos:R:3:forces:R:3:nbo_charge:R:1
C -0.5092 1.0005 0.7429 0.704 -0.820 2.139 0.45
C 0.2469 0.7357 -1.5047 -1.112 -2.368 1.819 0.32
C 0.3215 -1.2916 0.5589 1.858 -2.815 -0.627 -0.17
N -0.3396 -0.2179 1.2323 -1.136 1.198 1.262 -0.44
N -0.1813 1.5017 -0.4849 0.476 -1.366 -0.925 -0.59
N -0.1829 -1.3668 -0.7326 -0.245 4.138 -2.206 -0.33
Cl 0.6966 1.2097 -2.9580 0.020 0.216 -0.007 0.45
H -0.7286 1.8814 1.3736 -0.737 -1.192 0.412 0.29
H 1.4688 -1.3120 0.7788 -1.894 0.233 -0.400 0.28
H -0.0972 -2.3463 0.8324 0.599 1.338 0.578 0.34
H -0.6972 -0.5668 2.1858 0.493 1.812 -1.366 0.51
H -0.3595 2.4970 -0.5214 0.214 0.551 -0.698 0.47
H 0.3616 -1.7244 -1.5031 0.759 -0.924 0.019 0.42
```
Positions in Å, forces in eV/Å.

For the HOMO energy (alpha / beta), the calculation gives -19.61 / -19.64 eV. As for the net charge: +2. The HOMO-LUMO gap (alpha / beta) comes out at 8.25 / 8.30 eV.

---

2.
Below is a molecular structure, C26H22ClCoIN8O9S2, with properties calculated with ωB97M-V with the def2-TZVPD basis set.

The geometry in XYZ format:
```
70
Properties=species:S:1:pos:R:3:forces:R:3:mulliken_spin:R:1
Co 1.4213 0.3383 0.0170 -1.056 -0.518 0.587 2.74
C -4.2292 2.8124 -0.1690 0.019 -0.018 -0.039 0.00
C -3.1582 2.6913 0.8433 0.148 0.004 -0.138 0.00
N -3.2440 3.0042 2.0901 -0.344 0.107 0.246 0.00
N -2.0033 2.7745 2.6034 0.134 -0.067 -0.224 0.00
C -1.1336 2.3165 1.6939 0.034 0.005 0.173 0.00
S 0.4959 1.9652 1.8896 0.084 0.036 -0.021 0.03
N -1.8754 2.2571 0.5586 -0.133 0.012 0.436 0.00
N -1.3360 1.7918 -0.6080 0.156 -0.300 -0.729 0.01
H -5.1651 3.0414 0.3332 -0.007 -0.023 -0.006 0.00
H -4.3353 1.8905 -0.7419 -0.046 0.000 0.015 0.00
H -3.9984 3.6225 -0.8631 -0.014 -0.029 -0.022 0.00
H -1.8090 2.9941 3.5643 0.065 -0.022 0.020 0.00
H -1.9671 1.1734 -1.1098 0.095 -0.001 0.056 0.00
H -1.0119 2.5541 -1.1927 -0.059 -0.026 -0.036 0.00
Cl 7.0212 -2.6271 3.0252 -0.029 0.059 -0.068 0.06
C 5.9238 -1.8832 1.9475 0.084 -0.028 0.016 0.25
C 6.2793 -1.7373 0.6169 0.048 0.003 -0.128 -0.08
C 5.3974 -1.1823 -0.2929 0.277 -0.019 -0.638 0.20
I 5.8717 -0.9510 -2.3017 0.017 -0.093 0.394 0.05
C 4.0971 -0.7520 0.1074 -0.382 0.167 -0.242 0.13
O 3.2390 -0.3194 -0.6907 0.522 -0.142 0.063 0.33
C 3.7690 -0.8423 1.5201 0.069 -0.053 0.561 0.08
N 2.5715 -0.3466 1.8658 0.240 0.021 -0.290 0.06
C 2.1848 -0.4546 3.1222 0.047 -0.125 0.123 0.01
C 2.9795 -1.0577 4.1025 0.004 0.038 -0.016 -0.02
C 4.2257 -1.5252 3.7699 0.099 -0.046 -0.012 0.05
C 4.6580 -1.4264 2.4373 -0.384 0.137 -0.049 -0.02
H 7.2531 -2.0710 0.2870 0.005 -0.020 0.035 0.00
H 1.2179 -0.0381 3.3699 -0.022 -0.024 -0.067 0.00
H 2.6050 -1.1368 5.1128 0.036 0.030 0.021 0.00
H 4.8772 -1.9625 4.5137 -0.034 -0.033 0.015 0.01
C -5.3971 0.0462 3.4865 -0.015 -0.063 -0.032 0.00
C -4.2820 -0.5236 2.6604 0.071 0.018 -0.048 0.00
C -3.0333 -0.7960 3.2169 -0.015 -0.025 -0.003 0.00
C -1.9964 -1.2854 2.4400 0.099 -0.016 0.006 0.00
C -2.2083 -1.5146 1.0905 0.054 0.078 -0.287 0.00
C -3.4472 -1.2654 0.5156 0.109 -0.044 -0.198 0.00
C -4.4753 -0.7776 1.3033 -0.062 0.045 0.078 0.00
S -0.8342 -1.9707 0.0283 -0.230 -0.350 0.657 0.01
C -0.6374 -3.6945 0.5458 -0.059 0.253 -0.204 0.00
O 0.3501 -1.2982 0.7113 0.125 -0.111 -0.052 0.02
H -5.1067 0.1465 4.5306 -0.023 0.031 -0.001 0.00
H -6.2744 -0.5995 3.4336 -0.027 0.029 0.032 0.00
H -5.6842 1.0281 3.1066 -0.002 0.012 0.057 0.00
H -2.8725 -0.6236 4.2742 -0.002 0.025 0.002 0.00
H -1.0191 -1.4728 2.8668 0.006 0.044 0.019 0.00
H -3.5947 -1.4489 -0.5432 -0.022 0.046 -0.019 0.00
H -5.4448 -0.5762 0.8630 0.000 -0.027 -0.036 0.00
H -0.5857 -3.7581 1.6301 -0.014 0.085 0.020 0.00
H 0.2869 -4.0519 0.0956 -0.005 0.017 -0.034 0.00
H -1.4814 -4.2636 0.1587 -0.025 0.002 0.024 0.00
O 1.0078 0.8762 -7.8662 0.109 0.090 0.051 0.00
N 1.6787 1.3731 -6.9839 -0.036 0.059 -0.042 0.00
O 2.6310 2.1101 -7.1463 -0.077 -0.068 -0.046 0.00
C 1.3126 1.0489 -5.6069 0.088 0.066 0.275 0.00
C 2.0463 1.5754 -4.5648 0.213 0.108 -0.171 0.00
C 1.7321 1.2296 -3.2660 -0.590 -0.483 -0.348 0.01
C 0.7085 0.2599 -2.9506 -0.188 -0.088 0.259 -0.01
O 0.5854 -0.2828 -1.8202 -0.058 0.290 -0.129 0.04
C -0.1338 -0.0845 -4.0772 0.781 0.423 -0.043 0.00
C 0.2013 0.2560 -5.3670 -0.236 -0.143 0.094 0.00
N -1.3819 -0.7911 -3.8855 -0.710 -0.141 0.373 0.00
O -1.9901 -0.6305 -2.8295 0.335 0.148 -0.072 0.00
O -1.8134 -1.4546 -4.8008 0.169 -0.108 -0.102 0.00
N 2.4564 1.8489 -2.2086 0.184 0.057 0.138 -0.01
O 3.5495 2.2979 -2.4071 0.120 0.150 -0.063 0.03
O 1.8876 1.9577 -1.0974 0.232 0.622 -0.197 0.01
H 2.8525 2.2676 -4.7661 0.018 -0.038 -0.007 0.00
H -0.4148 -0.0721 -6.1927 0.010 -0.026 0.013 0.00
```
Positions in Å, forces in eV/Å.

For the HOMO energy (alpha / beta), the calculation gives -11.19 / -11.16 eV. The spin multiplicity is 5. As for the net charge: +1. The HOMO-LUMO gap (alpha / beta) comes out at 7.72 / 5.62 eV. Its expectation value of S² is 6.042.

---

3.
Below is 2 unconnected molecules or ions with the total composition C3H5NS2, with properties calculated with ωB97M-V with the def2-TZVPD basis set.

The geometry in XYZ format:
```
11
Properties=species:S:1:pos:R:3:forces:R:3:nbo_charge:R:1
C -0.3864 1.1121 -0.1848 -0.571 -0.405 -0.011 0.09
C -3.6829 0.7916 0.5244 -1.229 0.250 1.401 -0.33
C 2.5131 -1.4670 -0.4598 -0.971 -1.058 1.789 -0.74
N -1.5106 0.9507 0.0341 0.477 1.005 -0.352 -0.27
S 1.2914 1.2715 -0.4784 -0.282 -0.222 0.640 0.19
S 1.9665 -0.2328 0.7973 0.169 0.322 -0.608 0.13
H -3.3596 1.1791 1.5916 -0.577 -0.240 -1.967 0.11
H -4.4391 1.5880 0.0542 2.125 -0.606 0.706 0.11
H 3.5020 -1.8283 -0.0915 -0.427 0.660 -1.238 0.24
H 2.2714 -1.0316 -1.4182 1.078 -0.005 -0.370 0.25
H 1.8342 -2.3332 -0.3688 0.209 0.299 0.012 0.23
```
Positions in Å, forces in eV/Å.

For the HOMO energy, the calculation gives -7.97 eV. The HOMO-LUMO gap comes out at 7.49 eV.

---

4.
Below is a molecular structure, C42H53AsBCl2N5O5SSi3Sn, with properties calculated with ωB97M-V with the def2-TZVPD basis set.

The geometry in XYZ format:
```
114
Properties=species:S:1:pos:R:3:forces:R:3:lowdin_charge:R:1
Sn 1.2167 -1.6065 -0.4362 0.270 -0.303 0.136 1.30
Cl 6.6226 -5.9740 -0.2184 0.005 -0.005 -0.012 0.59
C 5.2436 -5.0841 0.3847 0.029 -0.028 -0.015 -0.69
C 4.1599 -4.8900 -0.4577 0.001 -0.023 -0.007 -0.05
C 3.0542 -4.1705 -0.0239 0.047 0.014 -0.020 -0.23
N 1.9778 -3.8190 -0.8442 -0.041 0.111 0.008 -0.01
C 1.5992 -4.6023 -1.8426 -0.121 -0.044 -0.107 -0.48
O 1.9968 -5.7332 -2.1609 0.033 0.016 0.018 -0.01
C 0.5137 -3.9846 -2.7083 0.037 -0.053 -0.031 -0.18
C -0.0225 -4.7116 -3.7642 0.045 0.001 0.059 -0.01
C -0.9644 -4.1058 -4.5746 -0.035 0.035 -0.017 -0.07
C -1.3276 -2.7903 -4.3239 0.022 -0.024 -0.001 -0.05
C -0.7388 -2.1389 -3.2536 -0.072 0.056 -0.069 -0.12
N 0.1451 -2.7322 -2.4595 -0.024 0.026 0.063 0.03
C 3.0308 -3.6643 1.2949 0.071 0.028 0.034 -0.24
C 4.1187 -3.8853 2.1312 -0.005 0.004 0.053 -0.05
C 5.2255 -4.5819 1.6731 0.033 -0.019 0.024 -0.69
Cl 6.5766 -4.8183 2.7563 0.005 0.000 0.011 0.59
N 1.9010 -2.9275 1.6292 -0.066 -0.043 -0.156 -0.01
C 1.3325 -3.0870 2.8145 -0.131 0.168 0.074 -0.51
O 1.7609 -3.6684 3.8252 0.028 -0.037 0.057 -0.02
C -0.0697 -2.4925 2.8973 0.049 -0.002 0.015 -0.20
C -0.7157 -2.4605 4.1300 0.043 0.041 -0.023 -0.04
C -1.9989 -1.9501 4.1949 -0.008 0.006 0.045 -0.08
C -2.5985 -1.4902 3.0322 -0.008 0.000 -0.037 -0.08
C -1.8821 -1.5626 1.8460 0.004 -0.015 0.046 -0.12
N -0.6515 -2.0608 1.7806 0.090 -0.028 -0.079 0.08
H 4.1764 -5.2965 -1.4563 0.005 -0.002 -0.009 0.10
H 0.3289 -5.7222 -3.9126 0.002 -0.005 -0.006 0.11
H -1.4050 -4.6484 -5.4030 -0.007 -0.001 -0.004 0.10
H -2.0504 -2.2704 -4.9378 -0.003 0.001 0.002 0.10
H -0.9664 -1.1079 -3.0197 0.006 0.001 0.019 0.09
H 4.0917 -3.5173 3.1454 0.001 0.002 -0.008 0.10
H -0.1823 -2.8342 4.9924 -0.009 -0.019 0.012 0.11
H -2.5272 -1.9083 5.1410 0.001 0.005 0.001 0.10
H -3.6014 -1.0839 3.0337 -0.016 0.015 0.000 0.10
H -2.2988 -1.2157 0.9112 -0.072 0.065 -0.097 0.09
O 3.6250 -1.5641 -1.0184 -0.158 0.074 0.128 -0.31
N 4.3289 -0.8869 -1.8883 0.044 -0.060 -0.104 -0.23
C 5.6646 -1.0880 -1.8597 0.073 0.023 0.002 -0.03
C 6.5185 -0.4293 -2.7016 -0.001 -0.008 -0.019 -0.09
C 5.9726 0.4743 -3.6197 0.024 -0.023 0.047 -0.11
C 4.6162 0.6579 -3.6498 -0.001 0.022 -0.049 -0.12
C 3.7343 -0.0276 -2.7840 -0.109 -0.030 0.092 -0.71
S 2.0522 0.1786 -2.7841 0.056 0.060 -0.108 0.58
H 5.9661 -1.8084 -1.1133 0.009 0.001 0.001 0.14
H 7.5789 -0.6234 -2.6391 0.020 0.004 0.001 0.09
H 6.6111 1.0248 -4.2981 0.025 0.013 -0.027 0.09
H 4.1578 1.3467 -4.3447 -0.005 0.000 -0.010 0.09
C -8.2639 0.8679 -2.0976 0.011 0.014 -0.023 -0.06
C -7.3975 1.1392 -3.3371 0.007 0.000 0.018 -0.56
C -7.6185 0.0157 -4.3594 -0.010 0.031 0.007 -0.06
C -7.8709 2.4499 -3.9659 -0.007 -0.013 0.012 -0.09
C -5.9221 1.1752 -2.9294 -0.041 0.020 -0.038 -0.19
C -5.1219 2.2907 -3.1455 -0.037 -0.012 -0.035 -0.06
C -3.7647 2.3138 -2.7688 0.056 -0.051 -0.091 -0.05
C -3.2243 1.1963 -2.1901 -0.033 0.050 0.123 0.00
O -0.9577 0.2848 -0.9049 -0.105 -0.076 -0.128 -0.08
B -2.1199 0.2945 -1.3973 0.015 0.155 0.108 -0.73
O -3.2233 -0.7837 -1.3306 -0.014 -0.085 -0.009 0.07
C -4.0483 0.0912 -1.9666 -0.027 0.006 0.038 -0.28
C -5.3784 0.0317 -2.3108 0.019 -0.042 -0.027 0.03
H -9.3251 0.9192 -2.3562 -0.025 -0.017 -0.009 0.07
H -8.0604 1.6043 -1.3189 -0.006 0.031 0.001 0.09
H -8.0643 -0.1184 -1.6808 0.020 -0.024 0.021 0.07
H -8.6762 -0.0554 -4.6268 -0.039 0.005 -0.013 0.08
H -7.3016 -0.9475 -3.9630 0.008 -0.036 0.016 0.07
H -7.0450 0.2071 -5.2677 0.022 0.006 -0.016 0.09
H -8.9302 2.3683 -4.2218 -0.011 -0.003 -0.010 0.08
H -7.3202 2.6774 -4.8793 0.021 0.005 -0.020 0.08
H -7.7534 3.2890 -3.2791 -0.004 0.017 0.025 0.08
H -5.5390 3.1698 -3.6167 -0.012 0.020 -0.003 0.08
H -3.1768 3.2053 -2.9558 0.015 0.043 0.020 0.10
H -5.9754 -0.8499 -2.1112 -0.003 -0.006 0.008 0.11
C 0.8980 3.6219 4.9529 -0.041 -0.070 -0.013 -0.22
Si 0.3124 2.0177 4.1441 -0.046 -0.082 -0.009 0.24
C 0.8927 0.6285 5.2770 -0.014 0.045 -0.034 -0.22
C -1.5721 2.1032 4.1649 0.070 -0.026 -0.007 -0.23
As 0.9708 1.4765 1.9585 0.068 0.143 0.197 0.84
Si 3.3174 1.5442 2.2050 -0.023 -0.083 -0.054 0.26
C 4.0857 3.0497 3.0517 -0.029 -0.057 -0.037 -0.22
C 3.7854 0.0156 3.1913 0.012 0.051 -0.045 -0.21
C 4.0544 1.3774 0.4962 -0.027 0.042 0.074 -0.21
Si 0.3906 3.4511 0.8145 -0.087 -0.046 -0.081 0.26
C 1.2363 3.4755 -0.8518 0.046 -0.008 0.071 -0.22
C 0.7810 5.0920 1.6763 -0.017 -0.065 -0.026 -0.22
C -1.4670 3.3941 0.5713 0.041 0.031 0.057 -0.21
H 0.5167 3.6298 5.9788 -0.003 0.031 0.045 0.03
H 0.5231 4.5081 4.4450 -0.041 0.032 -0.031 0.00
H 1.9824 3.6962 4.9966 0.086 -0.020 0.003 0.00
H 0.2010 0.5133 6.1153 -0.011 0.011 0.055 0.03
H 1.8810 0.8499 5.6835 0.047 0.018 0.015 0.02
H 0.9547 -0.3292 4.7628 -0.025 -0.042 -0.040 0.01
H -1.9442 1.9198 5.1761 -0.025 0.018 0.046 0.02
H -2.0142 1.3624 3.4995 0.000 -0.066 -0.017 0.01
H -1.9209 3.0878 3.8491 -0.007 0.048 -0.021 0.01
H 3.9180 3.0369 4.1278 -0.024 -0.004 0.073 0.00
H 3.7090 3.9939 2.6606 -0.029 0.051 -0.053 0.01
H 5.1653 3.0212 2.8814 0.050 0.003 0.010 0.02
H 3.7170 0.1722 4.2684 -0.020 -0.001 0.040 0.01
H 4.8107 -0.2774 2.9516 0.059 0.015 0.019 0.03
H 3.1437 -0.8272 2.9269 -0.033 -0.035 -0.034 0.01
H 3.6457 2.0816 -0.2261 -0.004 0.064 -0.034 0.01
H 3.8364 0.3746 0.1289 -0.016 -0.075 -0.003 0.00
H 5.1403 1.5023 0.5366 0.037 -0.011 -0.004 0.04
H 2.2840 3.7709 -0.7668 0.027 0.032 -0.001 0.02
H 0.7324 4.1979 -1.5000 -0.009 0.023 -0.024 0.03
H 1.2007 2.4976 -1.3326 -0.043 -0.065 -0.032 -0.02
H 1.7683 5.1132 2.1346 0.082 -0.016 0.012 0.00
H 0.0468 5.3184 2.4497 -0.042 0.004 0.032 0.01
H 0.7367 5.8900 0.9304 -0.014 0.050 -0.031 0.02
H -1.7653 2.4226 0.1805 0.043 -0.063 -0.045 0.01
H -1.7710 4.1570 -0.1500 -0.027 0.054 -0.015 0.03
H -2.0026 3.5753 1.5050 -0.017 0.005 0.032 0.01
```
Positions in Å, forces in eV/Å.

For the HOMO energy, the calculation gives -2.19 eV. As for the net charge: -2. The HOMO-LUMO gap comes out at 5.84 eV.

---

In order of appearance, largest force on an atom = 4.7, 1.3, 2.3, 0.4 eV/Å.
In order of appearance, energy = -741.4959, -5055.7756, -968.2246, -6944.5499 Ha.
In order of appearance, ΔE to the lowest compared entry with this formula, charge and spin = 124.05, 11.98, 138.33, 0.00 kcal/mol.